Entry 1:
Here is C47H61ClCuOP2S4Si as an isolated structure from OMol25. Energies are from wB97M-V/def2-TZVPD.

Atoms and positions in Å:
Cu  -0.104  -2.093  -1.322
C  3.008  -2.788  0.209
Si  1.781  -1.333  0.025
C  2.177  -0.436  1.700
C  3.516  -0.124  1.985
C  3.926  0.308  3.238
C  2.985  0.429  4.262
C  1.652  0.161  3.986
C  1.235  -0.252  2.712
P  -0.531  -0.554  2.244
C  -1.457  0.764  3.211
C  -2.806  0.953  2.482
C  -3.667  2.053  3.103
C  -2.909  3.378  3.127
C  -1.591  3.209  3.877
C  -0.729  2.111  3.250
C  -0.943  -2.126  3.164
C  -2.423  -2.475  2.958
C  -2.680  -3.962  3.266
C  -1.743  -4.493  4.365
C  -1.409  -3.373  5.347
C  -0.583  -2.269  4.653
C  2.784  -0.209  -1.229
C  3.989  -0.636  -1.807
C  4.671  0.119  -2.755
C  4.142  1.326  -3.189
C  2.931  1.759  -2.661
C  2.259  1.018  -1.687
P  0.690  1.537  -0.890
C  0.886  3.365  -0.517
C  0.901  4.476  -1.570
C  1.034  5.852  -0.907
C  2.286  5.936  -0.040
C  2.240  4.858  1.042
C  2.110  3.473  0.413
C  -0.556  1.326  -2.252
C  -0.310  1.953  -3.624
C  -1.456  1.643  -4.591
C  -2.794  2.107  -4.019
C  -3.057  1.426  -2.679
C  -1.931  1.701  -1.681
H  3.990  -2.505  0.605
H  3.145  -3.279  -0.761
H  2.570  -3.543  0.871
H  4.253  -0.207  1.191
H  4.971  0.534  3.422
H  3.285  0.730  5.259
H  0.924  0.276  4.781
H  -1.665  0.431  4.238
H  -3.357  0.013  2.453
H  -2.593  1.213  1.440
H  -3.940  1.773  4.129
H  -4.599  2.157  2.539
H  -3.517  4.170  3.577
H  -2.693  3.681  2.095
H  -1.808  2.941  4.919
H  -1.035  4.151  3.896
H  0.218  2.041  3.784
H  -0.483  2.391  2.219
H  -0.361  -2.852  2.583
H  -2.717  -2.265  1.926
H  -3.028  -1.841  3.617
H  -2.539  -4.544  2.349
H  -3.722  -4.098  3.569
H  -0.814  -4.858  3.916
H  -2.200  -5.343  4.878
H  -0.860  -3.759  6.211
H  -2.345  -2.954  5.732
H  0.480  -2.496  4.746
H  -0.754  -1.327  5.181
H  4.408  -1.590  -1.505
H  5.613  -0.238  -3.158
H  4.654  1.919  -3.939
H  2.500  2.683  -3.034
H  0.002  3.551  0.105
H  -0.018  4.460  -2.157
H  1.738  4.337  -2.266
H  0.156  6.026  -0.271
H  1.038  6.635  -1.672
H  2.382  6.933  0.400
H  3.170  5.771  -0.669
H  1.380  5.045  1.699
H  3.138  4.898  1.665
H  2.057  2.702  1.188
H  3.015  3.259  -0.169
H  -0.540  0.231  -2.374
H  0.628  1.577  -4.039
H  -0.219  3.037  -3.531
H  -1.497  0.559  -4.763
H  -1.263  2.115  -5.559
H  -3.607  1.895  -4.720
H  -2.766  3.196  -3.874
H  -3.124  0.343  -2.829
H  -4.013  1.754  -2.260
H  -2.101  1.118  -0.773
H  -1.935  2.765  -1.401
O  -4.385  -7.144  -0.487
C  -3.600  -6.215  -0.540
S  -1.887  -6.384  -0.897
C  -1.440  -4.677  -0.801
C  -2.439  -3.809  -0.494
S  -2.331  -2.076  -0.354
S  -4.033  -4.533  -0.265
S  0.230  -4.293  -1.141
Cl  1.399  -0.582  -4.547
C  1.129  -2.285  -4.863
C  1.985  -2.917  -5.753
C  1.827  -4.268  -6.020
C  0.811  -4.966  -5.368
C  -0.029  -4.318  -4.483
C  0.081  -2.940  -4.205
C  -0.821  -2.273  -3.275
H  2.775  -2.344  -6.224
H  2.488  -4.767  -6.720
H  0.680  -6.027  -5.548
H  -0.799  -4.872  -3.960
H  -1.755  -2.806  -3.146
H  -1.012  -1.236  -3.565

Forces on atoms 1 to 6 (eV/Å):
Cu -0.104 0.412 0.038
C 0.004 -0.197 0.082
Si 0.260 0.390 -0.820
C 0.123 -0.137 -0.163
C 0.031 0.129 0.019
C -0.177 -0.031 0.011

Summary:
- 2S+1 = 2
- orbital gap (alpha / beta) (Ha) = 0.1873 / 0.1837
- E (eV) = -178738.9227
- net charge = -2
- molecular weight (g/mol) = 959.31

=====

Entry 2:
Here is C47H62N2OP2S3SiTl as an isolated structure from OMol25. Energies are from wB97M-V/def2-TZVPD.

Atoms and positions in Å:
Tl  0.023  -0.647  0.558
C  1.214  -1.154  -2.967
Si  0.806  0.222  -1.742
C  2.397  1.230  -1.474
C  3.375  1.204  -2.477
C  4.511  2.000  -2.414
C  4.674  2.861  -1.340
C  3.727  2.883  -0.322
C  2.606  2.055  -0.349
P  1.432  2.001  1.090
C  0.836  3.832  0.823
C  0.155  3.946  -0.546
C  -0.392  5.348  -0.817
C  -1.371  5.781  0.274
C  -0.748  5.642  1.663
C  -0.186  4.235  1.891
C  2.522  2.312  2.621
C  3.770  1.424  2.606
C  3.371  -0.068  2.337
C  1.819  -0.471  4.409
C  1.004  0.776  4.054
C  1.760  2.102  3.951
C  -0.327  1.393  -2.774
C  0.361  1.961  -3.858
C  -0.246  2.793  -4.782
C  -1.593  3.083  -4.645
C  -2.300  2.542  -3.584
C  -1.700  1.706  -2.630
P  -2.677  1.013  -1.227
C  -3.904  -0.097  -2.091
C  -4.923  0.471  -3.090
C  -5.569  -0.675  -3.875
C  -4.530  -1.370  -4.782
C  -3.100  -1.177  -4.256
C  -3.073  -1.249  -2.732
C  -3.578  2.428  -0.394
C  -4.541  1.813  0.668
C  -5.995  2.225  0.445
C  -6.157  3.748  0.527
C  -4.984  4.483  -0.156
C  -4.250  3.582  -1.153
H  1.342  -0.752  -3.979
H  2.125  -1.688  -2.675
H  0.398  -1.885  -2.991
H  3.246  0.542  -3.330
H  5.257  1.953  -3.201
H  5.544  3.506  -1.282
H  3.875  3.557  0.515
H  1.675  4.546  0.859
H  0.835  3.661  -1.350
H  -0.680  3.231  -0.578
H  0.446  6.055  -0.855
H  -0.883  5.379  -1.796
H  -1.690  6.815  0.108
H  -2.271  5.153  0.217
H  0.067  6.368  1.764
H  -1.491  5.883  2.430
H  0.254  4.188  2.889
H  -1.010  3.506  1.878
H  2.828  3.360  2.577
H  4.454  1.726  1.814
H  4.309  1.515  3.553
H  2.637  -0.384  0.517
H  4.238  -0.579  1.924
H  1.195  -1.353  4.214
H  2.040  -0.496  5.474
H  0.502  0.626  3.109
H  0.215  0.867  4.803
H  1.030  2.901  4.075
H  2.475  2.199  4.779
H  1.420  1.752  -3.975
H  0.328  3.215  -5.600
H  -2.094  3.728  -5.359
H  -3.345  2.787  -3.502
H  -4.473  -0.522  -1.258
H  -5.688  1.040  -2.562
H  -4.446  1.145  -3.802
H  -5.986  -1.392  -3.161
H  -6.404  -0.302  -4.472
H  -4.753  -2.439  -4.836
H  -4.602  -0.982  -5.801
H  -2.443  -1.941  -4.676
H  -2.701  -0.210  -4.578
H  -3.466  -2.218  -2.412
H  -2.041  -1.221  -2.375
H  -2.745  2.885  0.151
H  -4.467  0.724  0.672
H  -4.233  2.129  1.667
H  -6.333  1.868  -0.531
H  -6.632  1.743  1.189
H  -7.107  4.038  0.069
H  -6.213  4.046  1.578
H  -5.345  5.382  -0.659
H  -4.261  4.812  0.598
H  -4.957  3.221  -1.906
H  -3.490  4.168  -1.667
S  -0.900  -3.476  0.067
C  0.772  -3.735  -0.093
N  1.675  -2.792  -0.153
C  2.958  -3.287  -0.329
C  4.118  -2.528  -0.499
C  5.335  -3.171  -0.665
C  5.420  -4.563  -0.671
C  4.274  -5.334  -0.525
C  3.056  -4.689  -0.363
S  1.462  -5.365  -0.195
H  4.063  -1.443  -0.517
H  6.233  -2.577  -0.789
H  6.382  -5.046  -0.793
H  4.329  -6.417  -0.540
C  -2.122  -1.852  2.754
C  -1.513  -0.551  2.308
O  -1.820  0.495  2.795
H  -2.899  -1.670  3.501
H  -1.329  -2.483  3.169
H  -2.518  -2.395  1.899
S  4.285  -1.616  4.381
C  3.116  -0.717  3.681
N  2.266  -0.050  1.395

Forces on atoms 1 to 6 (eV/Å):
Tl -0.256 0.393 0.088
C -0.004 -0.100 0.016
Si -0.183 -0.152 0.109
C 0.018 -0.008 0.052
C -0.034 -0.019 0.059
C -0.007 0.004 0.025

Summary:
- orbital gap (Ha) = 0.2356
- E (eV) = -118429.9820
- net charge = -1
- energy above the lowest of the compared OMol25 structures with the same formula, charge and spin (kcal per mole) = 0.0
- molecular weight (g/mol) = 1061.64

=====

Which of these has the lowest E? C47H61ClCuOP2S4Si

=====

Which value of net charge does entry 2 give? -1